Record 1
C20H27N3O2S in the gas phase, computed with ωB97M-V/def2-TZVPD.

Cartesian coordinates (Å):
C: -1.83375 -1.34977 0.83517
C: -2.48933 -0.75288 -1.46286
H: -3.55485 -2.60287 -1.07382
H: -0.62802 1.62540 0.51113
O: 0.67636 -1.60683 -1.74595
H: 4.07820 -2.43292 -1.09626
C: -3.22589 0.48633 0.53878
H: 3.11110 -4.14424 0.43658
C: 2.95624 1.30999 -0.07902
C: 3.77814 2.28185 0.50050
C: 3.40075 -0.02991 -0.14881
H: -1.02819 -0.96352 1.47240
N: -2.19805 -0.31160 -0.11152
C: -3.07798 -1.65579 1.69544
C: 5.01383 1.96034 1.00684
H: -4.94482 -0.75956 1.02316
H: -3.55805 -2.57658 1.36698
H: -2.65076 0.14974 -2.06252
N: -1.45753 2.19675 0.56574
C: -2.54006 1.62238 1.33025
H: -0.08523 0.80956 -1.56171
H: 3.32820 -2.63961 1.34141
H: -3.78242 -1.95077 -2.69438
C: -3.68821 -1.68707 -1.64379
H: -4.61171 -1.20704 -1.32765
H: 3.42037 3.29902 0.54200
H: -2.80615 -1.77762 2.74297
H: 5.63686 2.72095 1.45011
H: -2.12497 1.24327 2.26543
C: -4.00725 -0.45058 1.48273
C: 1.65515 1.62940 -0.60858
H: -0.55246 4.46104 -1.60917
O: -2.73023 3.68022 -0.57601
H: -1.58733 -1.24944 -1.83009
H: 6.42151 0.37720 1.33870
H: 2.42003 -2.84236 -1.57612
H: -0.47133 2.78678 -2.16783
S: 1.15269 3.31684 -0.47500
H: 1.72603 -3.09748 0.75748
H: -4.24509 0.05377 2.41833
C: 0.90098 0.64951 -1.15844
N: 2.60793 -0.99203 -0.72500
C: 2.78772 -3.11048 0.52322
C: -1.67755 3.10628 -0.39979
H: -3.26255 2.41203 1.54309
C: -0.46959 3.42357 -1.28256
C: 1.34921 -0.71807 -1.24498
C: 3.03043 -2.38176 -0.79494
C: 4.66388 -0.33424 0.37955
H: -3.86640 0.94767 -0.21625
H: 5.03924 -1.34306 0.35206
H: -1.45182 -2.22422 0.31036
C: 5.45271 0.64240 0.94265

- Structure (SMILES): CCN1CCC[C@H]1CNC(=O)CSc1cc(=O)n(CC)c2ccccc12
- Energy relative to the best compared isomer or geometry (same formula, charge and spin): 142.9 kJ/mol
- HOMO level: -0.304 hartree
- Orbital gap: 8.33 eV

***

Record 2
A 2-piece molecular cluster, C3H12N3 overall, computed with ωB97M-V/def2-TZVPD.

Cartesian coordinates (Å):
N: -0.44740 1.27220 1.12562
H: -0.80321 -2.67471 -2.37895
H: -0.38299 -3.39471 -0.96081
N: -0.14388 -2.65923 -1.61265
H: -0.81603 0.31341 0.50686
C: -0.00998 -1.37591 -1.00956
N: -1.20523 -0.83436 -0.26899
C: 1.79963 2.22630 1.17837
H: 0.80859 -1.40444 -0.29445
H: -1.20704 1.95184 1.15750
H: 1.84555 2.21300 2.25578
H: -1.54746 -1.55595 0.35867
H: 0.23152 -0.65254 -1.78195
H: 2.66144 2.59285 0.63512
H: 0.71113 1.82949 -0.57814
H: -0.28586 0.97889 2.08580
H: -1.96161 -0.63978 -0.92091
C: 0.75282 1.81366 0.50267

- Energy relative to the best compared isomer or geometry (same formula, charge and spin): 149.8 kJ/mol
- HOMO level: -0.494 hartree
- Orbital gap: 10.44 eV
- Net charge: +1

***

Record 3
C5H5NO in the gas phase, computed with ωB97M-V/def2-TZVPD.

Cartesian coordinates (Å):
C: 0.90872 0.22350 -1.14105
C: -1.29187 1.67546 1.54192
H: 1.78394 -0.97928 0.28395
N: 1.43353 -1.05087 -0.66813
O: -1.23276 -1.74478 1.10034
H: -0.51462 -1.48197 -1.46868
C: -0.79566 -0.75534 0.55397
H: 0.98073 1.09571 -0.49147
H: -1.53737 2.63845 1.93967
C: -0.01589 -0.85624 -0.72978
H: 1.06188 0.42161 -2.19724
C: -1.03367 0.58071 1.10666

- Structure (SMILES): C#CC(=O)[C@H]1CN1
- Energy relative to the best compared isomer or geometry (same formula, charge and spin): 324.3 kJ/mol
- HOMO level: -0.368 hartree
- Orbital gap: 9.92 eV

***

Record 4
A 2-piece molecular cluster, C29H31ClNO3S overall at a distorted geometry, computed with ωB97M-V/def2-TZVPD.

Cartesian coordinates (Å):
C: -1.49999 6.19047 -0.35076
C: -0.05998 2.75164 -0.51630
C: 3.86987 2.39180 1.08785
C: -3.88653 -1.72180 0.55810
C: 0.52047 0.37032 -0.55408
H: 2.69678 -6.02165 0.56540
O: -3.37593 8.18128 -0.04768
H: 5.11402 4.21576 -1.48696
H: -4.63100 -4.10969 -0.47953
N: -3.77619 7.02105 0.12145
C: 4.43821 2.69123 -0.15900
C: 3.24441 -3.85983 -0.97900
C: 3.79706 4.75304 1.57546
H: 1.27692 -4.79532 -2.70141
C: -0.60222 5.16103 -0.50470
H: 4.54256 6.05758 0.05537
O: -4.94595 6.74369 0.41991
S: 3.57334 0.80863 1.53206
H: -4.03574 -3.99684 2.02485
H: -4.90996 -1.99535 0.81176
H: -1.90001 -0.57175 0.03825
C: 4.67698 3.99972 -0.52711
H: 3.61682 -3.21393 -0.18370
H: -3.55456 -3.35535 -1.66164
H: 3.22353 -3.29004 -1.90806
H: -3.51618 -1.07257 1.35156
H: 0.99407 -5.69515 0.89774
C: -3.24144 4.62356 0.11645
C: -3.01602 -3.74726 1.73513
H: -3.02999 -4.79095 -0.78181
C: 1.40076 -5.35026 -1.77270
C: -3.00210 -2.97999 0.40729
C: -1.00773 3.82886 -0.35426
H: -2.71056 2.58665 0.09236
C: 0.16698 -0.95781 -0.41278
C: 1.12728 -2.00341 -0.57743
Cl: 3.39386 6.03450 2.64338
H: -4.27126 4.42636 0.36078
C: -0.38713 1.44078 -0.41606
H: 2.13379 -1.71277 -0.81267
H: 3.12668 3.23251 2.91800
H: 0.44807 -5.81742 -1.52767
C: 0.80688 -3.31195 -0.45180
H: -3.92122 -1.15047 -0.36943
C: 1.84699 -4.42015 -0.63563
H: 1.54818 0.60151 -0.77339
C: -2.82087 5.93005 -0.03951
H: 2.23309 -4.59236 1.49827
H: -1.18960 7.21467 -0.46868
C: -3.59317 -3.86286 -0.69871
H: -2.44922 -4.67214 1.64158
H: -1.41470 1.19980 -0.22256
H: 0.42340 5.37759 -0.74464
H: 2.13397 -6.13935 -1.93631
C: -0.57105 -3.68939 -0.12910
C: 3.55534 3.43917 1.95236
H: 3.96307 -4.66969 -1.10710
O: -0.89802 -4.86405 -0.01076
H: 4.69313 1.88321 -0.82294
C: -1.17032 -1.34318 -0.09406
C: 4.36034 5.03197 0.33003
C: 1.95179 -5.23239 0.66296
C: -1.55591 -2.62684 0.05110
C: -2.35232 3.59079 -0.03784
H: 0.96438 3.00795 -0.72137
H: -2.56614 -3.15323 2.52971

- HOMO level: -0.129 hartree
- Orbital gap: 3.90 eV
- Net charge: -1

***

| no. | total energy (eV) |
| --- | --- |
| 1 | -40580.17901 |
| 2 | -7769.07785 |
| 3 | -8800.05819 |
| 4 | -61565.36460 |